1.
DFT (ωB97M-V/def2-TZVPD) results for C2EuO3 as an isolated structure in a non-equilibrium geometry.

As for the spin multiplicity: 8. As for the net charge: +2. The molar mass comes out at 223.98 g/mol. As for the gap between HOMO and LUMO (alpha / beta): 8.407 / 9.871 eV. The relative energy (zero: lowest compared OMol25 entry of this formula, charge and spin) comes out at 0.0 kcal per mole.

Structure (XYZ):
```
6
Properties=species:S:1:pos:R:3:forces:R:3
C -2.354090 0.176156 0.631649 6.93 -1.91 -6.04
O -1.454675 1.042797 0.829715 -4.92 -1.12 2.14
O -2.376111 -0.738892 -0.162161 -3.14 2.73 4.39
O 2.405816 -0.463368 -0.438818 -0.58 0.44 0.08
C 3.279468 -1.179979 -0.551536 0.77 -0.63 -0.08
Eu 0.499592 1.163286 -0.308847 0.94 0.49 -0.49
```
Positions in Å, forces in eV/Å.

***

2.
DFT (ωB97M-V/def2-TZVPD) results for an isolated ion of composition C7H13N2OS and charge +1 in a non-equilibrium geometry.

As for the spin multiplicity: 1. Its SMILES is CS[C@]1(C(C)=O)CN(C)C=[NH+]1. As for the net charge: +1. The molar mass comes out at 173.26 g/mol. As for the gap between HOMO and LUMO: 9.197 eV. The relative energy (zero: lowest compared OMol25 entry of this formula, charge and spin) comes out at 32.7 kcal per mole.

Structure (XYZ):
```
24
Properties=species:S:1:pos:R:3:forces:R:3
H 0.229603 -3.998635 -0.056303 0.43 -0.51 0.27
O 2.166905 -2.153957 0.553300 0.18 0.23 0.29
H 0.262877 1.734435 -3.269953 0.12 -1.16 0.63
H -0.879001 -2.744436 -0.534709 0.28 0.20 -0.18
H -0.480156 1.737718 -1.692395 1.51 -0.81 -0.57
H 2.283621 0.112716 0.455599 3.31 -0.19 0.68
H -2.334052 2.102491 1.180447 -1.67 0.35 -1.15
H -2.051577 1.238748 2.792693 0.31 0.75 -1.48
C -0.868338 -0.138635 0.221726 -1.44 -1.13 -2.74
C 1.090885 -2.001830 0.071747 -1.73 1.10 -0.55
C 0.175704 -3.028800 -0.505236 -0.06 0.23 0.31
N -0.633797 0.899188 1.160739 -0.40 1.59 2.10
C -1.638256 1.775250 1.873774 0.24 -4.52 0.78
N 1.372983 0.396492 0.480391 -2.88 1.18 0.64
S 0.744664 -0.357798 -2.104209 0.16 -0.51 0.74
C 0.534069 -0.488613 -0.258183 0.74 -1.76 -0.87
H 1.243170 1.989955 -1.991074 2.57 1.38 1.33
H 1.054916 1.914496 1.943837 0.05 -0.24 0.46
H -1.347753 -1.035897 0.579398 -0.20 -0.16 1.06
H -1.581628 0.078531 -0.676605 1.34 0.52 1.55
H -1.068852 2.557551 2.143136 1.61 2.96 1.36
C 0.654209 1.100898 1.360800 0.19 -0.40 -2.42
C 0.480505 1.362303 -2.227406 -4.38 1.38 -1.49
H 0.589300 -3.052169 -1.501516 -0.27 -0.50 -0.77
```
Positions in Å, forces in eV/Å.

***

3.
DFT (ωB97M-V/def2-TZVPD) results for a 2-piece molecular cluster, C3H9N2O overall in a non-equilibrium geometry.

As for the spin multiplicity: 1. As for the net charge: -1. The molar mass comes out at 89.12 g/mol. As for the gap between HOMO and LUMO: 6.723 eV. The relative energy (zero: lowest compared OMol25 entry of this formula, charge and spin) comes out at 31.5 kcal per mole.

Structure (XYZ):
```
15
Properties=species:S:1:pos:R:3:forces:R:3
H 2.953645 2.302086 -1.436487 -0.06 0.14 0.13
N -2.007292 -0.690536 0.376638 -0.12 0.47 0.30
H -2.196186 -0.817067 1.364440 0.13 -0.24 0.00
O 1.962125 0.624634 -0.739283 0.08 0.26 0.30
H 1.076239 0.354679 0.580051 -1.03 0.08 -0.01
N 0.153994 0.048124 1.121648 0.30 -0.37 0.41
H -3.016438 -2.399078 -0.404055 -0.17 0.28 -0.11
C 2.422422 1.899902 -0.539262 0.17 -0.59 -0.29
C -2.028088 -1.939304 -0.367182 0.29 -0.21 0.02
H -0.492825 0.345188 -0.751950 -0.38 -0.43 -0.20
C -0.737415 -0.051890 0.245675 0.91 0.20 -0.59
H -1.663136 -1.723022 -1.371589 -0.23 -0.08 -0.13
H 3.163484 1.968615 0.294362 -0.04 0.18 -0.02
H -1.352766 -2.711127 0.029133 0.12 0.13 0.14
H 1.617440 2.628765 -0.299815 0.02 0.17 0.04
```
Positions in Å, forces in eV/Å.

***

4.
DFT (ωB97M-V/def2-TZVPD) results for C29H22BrN14O2RuS as an isolated structure.

As for the spin multiplicity: 6. As for the net charge: -2. The molar mass comes out at 811.63 g/mol. As for the gap between HOMO and LUMO (alpha / beta): 4.975 / 6.094 eV. The relative energy (zero: lowest compared OMol25 entry of this formula, charge and spin) comes out at 0.0 kcal per mole.

Structure (XYZ):
```
70
Properties=species:S:1:pos:R:3:forces:R:3
N -0.190751 -4.119926 1.485574 -0.03 -0.01 0.03
C -3.842884 -0.226590 2.836958 0.01 0.01 0.00
C -0.054109 -0.214361 2.930499 -0.09 0.21 0.15
C 0.238359 3.233009 -3.927888 -0.02 -0.05 0.02
H -4.944212 0.862596 -0.860355 0.00 0.01 0.00
H 3.012525 1.333568 1.839094 0.01 -0.02 0.01
C -3.121998 0.654657 4.930215 0.00 0.01 -0.01
H 0.160017 5.326003 3.646149 0.00 0.00 0.01
H -5.184929 0.485876 4.367055 0.00 0.00 0.00
N 0.042194 -2.479433 0.113357 0.02 -0.13 -0.08
C -4.559365 -0.993207 -1.880254 0.00 0.00 -0.01
C 0.382583 2.763756 1.433749 0.04 0.08 -0.04
H -4.633168 -0.491272 2.145947 -0.01 0.00 -0.01
N -1.322850 1.568461 0.261852 0.00 -0.01 -0.03
N 0.303942 -4.653876 0.351317 0.02 0.01 -0.02
H 2.109426 -1.770536 2.882074 0.01 -0.01 -0.01
H 1.838363 3.868813 2.536256 0.01 0.01 0.01
C -0.845640 1.246211 -3.111224 -0.02 -0.01 0.02
N 1.762133 -3.082966 -3.820760 -0.01 -0.02 0.02
C -1.904937 -0.639553 -1.092477 -0.04 -0.02 -0.06
C -2.875942 0.332004 -0.741104 0.00 0.01 -0.01
H -2.246800 4.998442 3.143795 0.00 0.00 0.00
C -1.918769 3.401621 1.768396 -0.01 0.01 -0.01
O 0.803814 -0.316729 3.835893 0.04 -0.05 -0.03
C -3.598995 -1.935477 -2.242881 0.00 0.00 0.00
N 1.899720 -1.873219 -4.403337 0.04 0.02 -0.05
C -0.154939 4.563741 2.944444 0.00 0.00 0.02
H 1.108617 2.113533 0.964628 -0.01 0.01 -0.03
N 3.009291 0.426920 2.277298 -0.02 0.02 0.00
C 1.064176 2.110593 -1.969579 0.01 -0.01 0.02
C -2.519628 -0.415499 2.469114 0.01 -0.05 -0.01
C -2.280566 -1.745916 -1.843086 0.01 -0.01 0.01
S 2.790453 -0.358105 -0.273890 -0.03 0.08 -0.03
C 0.782486 3.742779 2.321626 -0.02 -0.01 -0.02
H -1.623780 0.506254 -3.237099 0.01 0.01 0.00
Br -3.547614 1.407573 6.635405 0.00 0.00 0.00
C -0.976154 2.573625 1.131707 0.02 0.01 0.07
N -0.356373 -2.856272 1.363202 -0.04 0.05 0.07
C 2.771776 -0.580600 1.420847 -0.04 -0.08 0.04
C 0.323305 4.301540 -4.881062 0.01 0.03 -0.02
N -2.599671 1.456083 -0.017548 -0.02 0.02 -0.05
C 1.176535 -2.806612 -2.668959 0.03 0.02 0.03
H -1.474933 2.324413 -4.850908 0.00 0.00 0.00
C 0.052654 1.151191 -2.046543 -0.02 -0.05 0.00
H 1.816770 2.053883 -1.195815 -0.02 0.01 0.04
C 1.160557 3.140435 -2.889999 0.00 0.00 0.00
C -1.502781 4.376826 2.657569 0.00 0.01 0.01
C 0.421987 -3.621788 -0.471655 -0.05 -0.03 -0.04
C -0.764876 2.270710 -4.034975 0.02 0.01 -0.01
C -4.209062 0.117930 -1.141645 -0.01 0.00 0.00
H 2.142709 -2.463551 1.315738 0.01 0.02 0.02
N 0.942318 -1.510885 -2.510935 -0.12 -0.12 -0.08
H 1.169154 -4.718387 -1.985464 -0.01 0.01 0.00
N 1.424327 -0.948511 -3.645314 0.00 0.06 0.02
H 2.451239 0.357804 3.135920 0.02 0.01 -0.01
H -0.991694 0.724060 5.260887 0.00 0.01 0.01
C -1.798144 0.465586 4.589640 0.01 -0.02 0.01
H -1.535801 -2.475782 -2.134650 0.00 0.00 0.00
C -4.157351 0.319271 4.073120 0.01 0.00 0.00
N 0.389883 5.162187 -5.643846 0.00 0.00 0.00
H -5.592178 -1.130355 -2.181551 -0.01 0.00 0.00
Ru 0.051424 -0.372670 -0.544103 0.10 0.20 0.02
N 0.835183 -3.795790 -1.765740 0.04 -0.03 0.01
H -3.869781 -2.808593 -2.822680 0.00 -0.01 0.00
H -2.966075 3.246566 1.553414 0.00 -0.01 0.00
H -2.271336 -0.844198 1.507300 -0.01 0.01 0.09
N 2.518946 -1.776599 1.951764 0.08 0.00 0.03
H 1.954430 3.872410 -2.806598 0.00 0.00 0.00
C -1.498667 -0.066906 3.340042 -0.05 -0.06 -0.01
O 0.190041 -0.148468 1.698032 0.11 -0.19 -0.09
```
Positions in Å, forces in eV/Å.